DFT (ωB97M-V/def2-TZVPD) results for a molecular structure, C28H43F9HfOP2 at a distorted geometry.

Output
- net charge = +2
- E (Eh) = -2796.623365
- energy above the lowest of the compared OMol25 structures with the same formula, charge and spin (kJ/mol) = 585.13
- largest force on an atom (eV/Å) = 6.87
- frontier orbital gap (alpha / beta) (eV) = 2.11 / 2.12

```
84
Properties=species:S:1:pos:R:3:forces:R:3
Hf 0.000 0.000 0.000 6.31 -0.44 -2.69
P -3.489 -6.003 -2.606 -0.69 0.43 -1.02
P -3.396 -8.419 -0.570 -0.68 -1.25 -0.05
F 1.855 -0.836 -3.927 0.60 1.45 0.56
F 3.663 0.013 -2.944 -1.83 0.22 -1.20
F 2.303 3.957 -2.844 0.79 -1.92 -0.40
F -0.301 0.989 -4.503 1.05 1.04 0.70
F 1.128 2.267 -5.524 -1.06 -0.47 2.14
F 3.142 0.569 -5.040 -0.88 -0.64 2.20
F -0.022 3.095 -3.804 0.80 -1.89 -0.45
F 4.060 2.556 -2.741 -2.15 0.34 -0.56
F 3.190 3.078 -4.671 -0.60 -0.31 2.31
O 1.323 1.392 -1.814 1.42 0.09 -4.90
C 0.648 2.106 0.634 -0.31 0.73 1.01
C 0.301 0.381 2.177 -0.14 1.59 1.24
C 2.845 2.796 -3.360 1.63 1.52 -0.95
C -1.261 -1.774 0.023 -4.23 -1.40 0.35
C -0.584 -0.108 -2.142 -3.55 1.48 -3.59
C -1.145 1.044 -1.572 -2.16 -0.43 -4.33
C -2.709 -10.096 -0.167 0.22 0.31 0.04
C -2.028 -0.654 0.426 -3.02 -3.23 0.56
C -4.048 -8.763 -2.284 0.02 0.06 0.02
C 1.577 0.202 1.585 1.15 1.51 0.37
C -2.772 -5.725 -4.295 0.29 0.07 0.26
C -1.560 2.215 2.036 -0.25 -0.07 -0.14
C -4.997 -8.538 0.362 0.20 0.38 0.08
C -4.540 -7.495 -2.993 0.12 -0.23 0.17
C 2.605 -0.803 1.992 -0.12 -0.36 -0.18
C 1.813 1.573 -3.250 -0.66 -0.37 2.10
C -0.251 -0.389 3.336 -0.13 -0.17 -0.05
C 1.786 1.262 0.601 1.44 0.43 2.25
C -1.392 -2.409 -1.343 0.92 0.32 -0.11
C 2.611 0.311 -3.787 1.48 -0.42 -1.16
C -4.803 -4.692 -2.636 0.14 -0.01 0.17
C -1.357 -1.370 -2.491 -0.45 -0.01 0.20
C -3.125 -0.032 -0.433 0.04 -0.06 -0.14
C 0.639 1.971 -4.264 -0.30 0.88 -1.94
C 0.496 3.408 -0.087 0.05 0.31 -0.16
C -0.309 1.544 1.557 1.16 0.96 1.82
C 3.040 1.455 -0.189 0.76 0.39 0.55
C -2.609 1.188 -1.213 0.10 -0.06 0.41
H -5.546 -9.457 0.125 0.21 0.13 -0.03
H 1.042 3.411 -1.034 -0.20 -0.01 0.38
H -2.229 -4.774 -4.309 -0.03 -0.12 -0.05
H -1.345 -0.399 3.335 0.12 0.04 0.11
H -0.634 1.980 -1.781 0.31 -0.31 0.50
H -2.060 -6.523 -4.525 -0.09 0.12 0.01
H -2.178 -0.534 1.495 0.30 0.04 0.06
H 3.849 1.829 0.453 -0.13 -0.25 0.22
H -1.795 -10.272 -0.742 -0.13 0.02 0.06
H -2.337 1.491 2.292 0.02 0.12 0.06
H -3.426 -10.898 -0.381 0.05 0.23 0.01
H -2.445 -10.131 0.895 -0.06 -0.01 -0.15
H -0.887 -1.828 -3.366 0.10 0.18 0.14
H 0.355 0.018 -2.669 -0.25 -0.46 0.96
H -5.625 -7.676 0.119 0.02 -0.11 0.07
H -3.205 1.357 -2.124 0.24 -0.08 0.08
H -4.878 -9.472 -2.178 0.21 -0.01 -0.07
H -2.729 2.088 -0.600 0.02 -0.12 -0.17
H -3.545 -5.703 -5.073 0.06 -0.02 0.23
H -5.436 -4.778 -1.748 0.05 -0.01 -0.11
H 3.160 -1.167 1.125 0.19 0.03 0.12
H -4.505 -7.642 -4.080 -0.12 0.09 0.19
H -0.552 3.640 -0.292 0.09 0.05 0.09
H -5.433 -4.760 -3.532 0.14 -0.04 0.15
H -3.268 -9.262 -2.875 -0.07 0.17 0.21
H -3.960 0.266 0.210 0.26 -0.07 0.03
H -4.795 -8.514 1.438 -0.05 0.01 -0.15
H -5.585 -7.280 -2.728 0.29 0.04 0.05
H -2.321 -3.000 -1.398 0.02 -0.06 0.19
H -4.329 -3.705 -2.611 -0.08 -0.07 -0.07
H -1.348 2.805 2.938 0.02 -0.15 -0.19
H 3.357 0.504 -0.628 0.13 0.28 0.06
H -1.965 2.896 1.284 0.07 -0.04 0.15
H 0.899 4.221 0.531 -0.14 -0.18 0.02
H 2.148 -1.664 2.486 0.12 0.08 0.03
H -0.558 -3.102 -1.470 -0.15 -0.11 -0.03
H 0.069 0.065 4.283 -0.04 -0.07 -0.21
H 2.892 2.174 -0.999 0.33 -0.42 1.07
H -0.880 -2.433 0.801 0.50 0.24 0.39
H 0.098 -1.425 3.328 -0.04 0.08 0.11
H -3.522 -0.786 -1.120 0.11 0.06 0.18
H 3.308 -0.338 2.696 -0.11 -0.12 -0.23
H -2.375 -1.097 -2.792 0.20 0.02 0.08
```
Forces are in eV/Å.

Atom charges from the Mulliken analysis, given in e for atoms 1 to 8: Hf -0.325; P 0.468; P 0.239; F -0.244; F -0.237; F -0.246; F -0.239; F -0.204

DFT (ωB97M-V/def2-TZVPD) results for 2 unconnected molecules or ions with the total composition CH4FPS2 at a distorted geometry.

Output
- net charge = 0
- E (Eh) = -1278.012253
- energy above the lowest of the compared OMol25 structures with the same formula, charge and spin (kJ/mol) = 380.45
- largest force on an atom (eV/Å) = 3.57
- frontier orbital gap (alpha / beta) (eV) = 6.73 / 6.71

```
9
Properties=species:S:1:pos:R:3:forces:R:3
S -0.589 0.640 -2.938 0.25 0.14 0.37
S 0.738 1.394 1.819 -0.35 -0.02 0.11
P 0.655 0.557 -0.096 -1.19 -2.09 -1.40
F 2.014 -0.287 -0.105 0.34 0.30 0.13
C -0.506 -1.027 -0.029 -1.23 3.23 0.91
H -0.671 -1.228 1.045 0.00 -0.30 -0.60
H -0.183 -1.859 -0.601 0.74 -0.59 -0.39
H 0.025 2.463 1.403 0.24 -0.13 0.08
H -1.483 -0.653 -0.497 1.19 -0.54 0.80
```
Forces are in eV/Å.

Atom charges from the Mulliken analysis, given in e for atoms 1 to 8: S -0.098; S -0.284; P 0.483; F -0.274; C -0.981; H 0.329; H 0.338; H 0.172

DFT (ωB97M-V/def2-TZVPD) results for C22H27N3O4 in the gas phase.

Output
- net charge = 0
- E (Eh) = -1319.760788
- structure (SMILES) = COc1ccc(C(=O)NCCN2CCN(C(=O)c3ccc(OC)cc3)CC2)cc1
- energy above the lowest of the compared OMol25 structures with the same formula, charge and spin (kJ/mol) = 305.89
- largest force on an atom (eV/Å) = 0.38
- frontier orbital gap (eV) = 8.75

```
56
Properties=species:S:1:pos:R:3:forces:R:3
O -0.865 0.222 0.695 0.15 -0.21 0.13
O 3.137 -4.770 0.400 0.22 0.24 -0.18
O 3.105 0.953 -2.301 0.07 -0.04 -0.24
O -7.072 -0.805 -0.235 0.17 0.33 -0.01
N 3.140 1.626 -0.161 -0.06 0.20 0.03
N 1.506 3.317 1.266 0.05 0.02 -0.16
N -1.367 1.966 -0.637 -0.14 0.26 -0.19
C 4.141 -2.902 -0.585 -0.07 -0.17 0.09
C 4.144 -1.575 -0.951 -0.11 0.04 0.06
C -5.759 -0.473 -0.152 0.11 0.17 0.01
C -3.412 -0.915 0.072 0.18 0.29 -0.02
C -4.173 1.343 -0.160 0.07 -0.16 -0.01
C 1.961 -1.300 -0.002 0.25 0.17 -0.15
C -0.026 2.500 -0.602 0.16 0.00 0.34
C 3.094 0.667 -1.115 0.03 -0.07 0.08
C -4.712 -1.378 0.000 -0.31 -0.14 -0.02
C -3.120 0.440 -0.023 -0.20 -0.27 0.13
C 1.948 -2.637 0.360 -0.05 -0.34 0.11
C -1.695 0.856 0.062 -0.17 0.27 -0.22
C 0.204 3.384 0.653 -0.04 -0.15 -0.05
C 1.848 2.031 1.867 0.16 -0.02 0.30
C 3.182 3.018 -0.573 -0.08 0.19 -0.21
C 3.041 -3.449 0.079 0.09 0.09 -0.06
C 3.127 1.423 1.265 -0.11 -0.01 0.36
C 2.055 -5.381 1.057 -0.18 -0.09 0.11
C 2.599 3.911 0.537 0.17 -0.04 0.09
C -7.432 -2.164 -0.165 -0.06 -0.26 0.01
C -5.473 0.893 -0.220 -0.21 -0.14 -0.03
C 3.061 -0.753 -0.649 -0.14 -0.24 -0.11
H 2.617 3.104 -1.504 0.09 0.03 0.09
H 3.383 4.143 1.266 0.03 0.11 -0.11
H 4.978 -3.545 -0.806 0.10 -0.07 -0.03
H 2.000 2.177 2.945 0.01 -0.18 -0.01
H 1.018 1.334 1.735 0.03 0.00 -0.01
H 3.176 0.358 1.488 0.07 0.16 0.05
H 4.013 1.907 1.694 -0.04 -0.10 0.01
H -3.988 2.408 -0.187 0.01 0.09 0.00
H 1.859 -4.917 2.030 0.00 -0.01 -0.05
H 1.074 -3.026 0.859 -0.07 -0.08 0.05
H -2.594 -1.609 0.198 0.07 -0.06 0.03
H 2.349 -6.419 1.208 -0.07 0.07 0.01
H -6.297 1.582 -0.317 -0.09 0.08 0.00
H 1.145 -5.348 0.450 0.03 0.01 0.03
H -0.519 3.075 1.414 -0.06 0.05 -0.11
H -4.897 -2.438 0.065 -0.05 -0.08 0.00
H 0.006 4.433 0.412 -0.10 -0.02 0.02
H 4.992 -1.160 -1.477 0.08 0.02 -0.07
H -7.139 -2.609 0.791 0.00 0.02 -0.04
H 0.155 3.056 -1.522 0.02 -0.08 0.00
H 1.093 -0.698 0.220 -0.09 0.12 0.04
H 4.218 3.314 -0.785 -0.08 0.03 -0.08
H -2.079 2.475 -1.132 0.00 -0.18 -0.02
H -6.991 -2.739 -0.985 -0.01 0.02 0.04
H 2.261 4.855 0.104 0.09 0.02 0.02
H -8.517 -2.186 -0.254 0.09 -0.05 0.01
H 0.654 1.645 -0.567 -0.02 0.16 -0.09
```
Forces are in eV/Å.

Atom charges from the Mulliken analysis, given in e for atoms 1 to 8: O -0.709; O -0.474; O -0.682; O -0.451; N 0.240; N 0.093; N -0.188; C -0.731

DFT (ωB97M-V/def2-TZVPD) results for C6H16N2O2Si in the gas phase at a distorted geometry.

Output
- net charge = 0
- E (Eh) = -787.556495
- structure (SMILES) = CC(C)N([N+](=O)[O-])[Si](C)(C)C
- energy above the lowest of the compared OMol25 structures with the same formula, charge and spin (kJ/mol) = 310.39
- largest force on an atom (eV/Å) = 7.16
- frontier orbital gap (eV) = 9.78

```
27
Properties=species:S:1:pos:R:3:forces:R:3
Si 0.970 0.842 0.313 0.75 -1.50 0.16
O -2.356 -0.871 1.488 -2.74 -1.30 0.97
O -1.130 0.674 2.425 -1.04 -0.06 0.14
N -0.548 -0.036 0.254 -1.14 0.52 1.74
N -1.541 -0.053 1.557 6.07 1.15 -3.61
C -0.930 -0.922 -0.863 -1.54 0.69 2.89
C 1.926 0.320 1.940 0.05 -1.48 -3.15
C 0.758 2.648 0.154 -1.60 -0.82 1.79
C -0.869 -2.362 -0.371 0.11 0.51 -0.39
C -2.320 -0.413 -1.340 1.98 3.40 0.52
C 1.945 0.204 -1.281 -3.57 -0.31 1.06
H 1.507 0.787 2.771 -0.41 0.64 1.56
H 1.586 3.004 0.697 1.06 1.29 0.35
H 0.669 2.939 -0.830 0.51 0.75 -2.30
H -3.121 -0.592 -0.676 -0.70 -0.79 0.65
H -1.709 -2.686 0.169 -1.77 -0.72 -0.40
H 1.588 0.709 -2.174 0.52 0.65 -0.03
H 2.949 0.274 -1.029 2.00 0.01 -0.20
H 1.572 -0.810 -1.477 1.05 -0.10 0.41
H 2.992 0.450 1.813 0.36 0.74 0.20
H -2.502 -0.728 -2.297 -0.87 -1.07 -2.38
H -0.129 -0.879 -1.582 -0.40 0.74 -0.47
H -0.516 -2.898 -1.205 -0.44 -1.60 -1.03
H 1.886 -0.790 1.989 -0.54 0.57 0.25
H -2.331 0.782 -1.411 0.46 -2.46 0.10
H -0.184 3.006 0.587 0.30 -0.16 0.47
H -0.163 -2.598 0.382 1.56 0.72 0.72
```
Forces are in eV/Å.

Atom charges from the Mulliken analysis, given in e for atoms 1 to 8: Si 0.156; O -0.537; O -0.608; N 0.390; N 0.969; C 0.278; C -1.128; C -1.131

DFT (ωB97M-V/def2-TZVPD) results for 2 unconnected molecules or ions with the total composition C3H9NO2 at a distorted geometry.

Output
- net charge = 0
- E (Eh) = -324.908726
- structure (SMILES) = NCCC=O.O
- energy above the lowest of the compared OMol25 structures with the same formula, charge and spin (kJ/mol) = 167.74
- largest force on an atom (eV/Å) = 1.96
- frontier orbital gap (eV) = 10.57

```
15
Properties=species:S:1:pos:R:3:forces:R:3
O -1.461 -1.402 -3.152 0.33 -0.35 0.22
O 0.430 0.518 -1.677 -0.74 0.60 -0.05
N 0.580 -0.437 2.973 0.47 0.84 -0.86
C 0.466 0.703 1.989 -0.10 -1.95 -0.04
C 0.068 0.894 -0.587 1.81 0.07 0.61
C 0.233 0.036 0.622 -1.06 -0.52 0.28
H -0.212 1.943 -0.328 -0.43 -0.13 -0.73
H -0.431 1.244 2.274 0.29 0.61 -0.07
H 1.401 1.260 1.991 -0.31 0.62 -0.01
H 1.582 -0.617 3.055 -0.44 -0.24 0.31
H 0.245 -0.107 3.862 0.13 -0.03 0.40
H 0.944 -0.763 0.418 0.20 0.13 -0.02
H -0.761 -0.754 -3.232 0.51 0.14 0.24
H -0.735 -0.491 0.703 0.17 0.00 0.10
H -2.185 -0.971 -3.583 -0.83 0.21 -0.39
```
Forces are in eV/Å.

Atom charges from the Mulliken analysis, given in e for atoms 1 to 8: O -0.624; O -0.510; N -0.572; C -0.524; C 0.093; C -0.464; H 0.324; H 0.351